C5H9NO3 | the ωB97M-V functional and the def2-TZVPD basis

Calculated values
energy relative to the best compared isomer or geometry (same formula, charge and spin) = 3.034 eV
energy = -12961.672 eV
highest occupied orbital energy = -8.79 eV
orbital gap = 9.429 eV
total charge = 0
2S+1 = 1

Positions of all 18 atoms, in Å:
O: 0.606 -1.404 1.639
C: 0.085 -0.599 0.641
C: -0.051 -1.138 -0.794
C: -1.004 0.069 -0.928
C: -1.405 -0.179 0.541
N: -0.087 1.226 -0.833
C: 0.817 0.765 0.515
O: 0.789 1.580 1.462
H: 0.668 -0.887 2.452
H: 0.840 -1.173 -1.432
H: -0.597 -2.086 -0.832
H: -1.736 0.153 -1.735
H: -2.081 -1.035 0.640
H: -1.753 0.672 1.139
H: -0.548 2.116 -0.654
H: 0.751 1.300 -1.559
O: 2.142 0.724 -0.254
H: 2.565 -0.105 -0.010

Forces on the atoms, in the same order (eV/Å):
-0.1 -0.3 -0.1
0.4 0.0 0.0
0.2 -0.2 -0.1
-0.2 -0.1 -0.5
-0.2 0.3 0.2
1.8 0.5 -2.0
1.3 1.2 0.8
-0.2 -1.0 -0.8
0.1 0.2 0.0
-0.2 0.0 0.2
0.1 0.2 0.0
0.2 -0.1 0.2
0.2 0.2 -0.1
0.2 -0.2 -0.1
0.2 -0.1 -0.1
-2.6 -0.2 1.6
-1.2 -0.5 0.7
0.2 0.0 0.1